This record from the Open Molecules 2025 dataset describes the molecule C4H8O3. The level of theory is ωB97M-V with the def2-TZVPD basis set.

Output
SMILES string: COC(=O)CCO
Highest occupied orbital energy (eV): -10.463
Multiplicity: 1
Energy above the lowest of the compared OMol25 structures with the same formula, charge and spin (eV): 0.917
HOMO-LUMO gap (eV): 11.34

Structure (XYZ):
```
15
C4H8O3 (ωB97M-V with the def2-TZVPD basis set)
C 2.78 0.49 -0.41
O 1.67 0.12 0.41
C 0.50 0.05 -0.24
O 0.39 0.23 -1.43
C -0.63 -0.25 0.71
C -1.96 -0.44 -0.01
O -2.98 -0.16 0.92
H 2.63 1.49 -0.83
H 3.66 0.48 0.24
H 2.90 -0.21 -1.24
H -0.37 -1.11 1.33
H -0.74 0.60 1.38
H -2.00 0.23 -0.88
H -2.05 -1.47 -0.39
H -3.81 -0.03 0.44
```


This record from the Open Molecules 2025 dataset describes a structure of composition C28H32CoN5O8P2Se. The level of theory is ωB97M-V with the def2-TZVPD basis set.

Output
Highest occupied orbital energy (alpha / beta) (eV): -4.771 / -4.956
Charge: -1
Multiplicity: 4
Energy above the lowest of the compared OMol25 structures with the same formula, charge and spin (eV): 0.059
HOMO-LUMO gap (alpha / beta) (eV): 7.02 / 5.96

Structure (XYZ):
```
77
C28H32CoN5O8P2Se (ωB97M-V with the def2-TZVPD basis set)
Co -0.38 -0.24 -0.50
C 1.12 1.80 2.66
C 1.13 0.71 1.63
N -0.20 0.34 1.24
C -1.30 0.88 1.77
C -1.32 1.75 2.84
C 0.00 2.23 3.25
C -2.58 2.19 3.31
C -3.75 1.79 2.73
C -3.73 0.96 1.58
C -4.85 0.55 0.81
C -4.66 -0.19 -0.32
C -3.36 -0.54 -0.74
N -2.31 -0.18 -0.04
C -2.49 0.53 1.11
H 2.08 2.21 2.95
H 1.68 -0.18 1.98
H 0.05 3.00 4.02
H -2.61 2.88 4.15
H -4.70 2.15 3.11
H -5.84 0.85 1.12
H -5.50 -0.50 -0.93
H -3.18 -1.10 -1.64
N -0.20 3.70 -4.00
C -0.10 2.89 -2.72
C 0.96 3.50 -1.82
P -1.78 3.15 -1.95
O -2.72 2.17 -2.83
O -2.12 4.54 -2.39
O -1.67 2.70 -0.54
P 0.23 1.15 -3.27
O 1.75 0.87 -2.93
O -0.01 1.15 -4.73
O -0.64 0.23 -2.39
H -0.96 4.39 -3.80
H -0.42 3.03 -4.75
H 0.68 4.16 -4.22
H 0.68 4.51 -1.53
H 1.94 3.50 -2.31
H 1.05 2.91 -0.90
H -2.44 1.25 -2.67
H 1.83 0.64 -1.96
Se 3.22 -2.01 -0.22
C 4.44 -0.57 -0.40
C 4.90 -0.18 -1.66
C 5.77 0.90 -1.75
N 6.20 1.60 -0.71
C 5.76 1.22 0.49
C 4.89 0.17 0.70
H 4.56 -0.69 -2.55
H 6.13 1.22 -2.73
H 6.11 1.81 1.34
H 4.55 -0.09 1.69
O 1.50 0.05 -0.51
O 1.79 1.12 0.43
C 0.71 -3.16 2.75
N -0.67 -3.60 2.63
C -1.38 -3.34 3.86
C -1.33 -2.91 1.52
C -0.75 -3.27 0.17
C -0.66 -4.63 -0.15
C -0.15 -5.03 -1.38
C 0.26 -4.08 -2.30
C 0.17 -2.73 -1.98
C -0.33 -2.30 -0.75
H 1.21 -3.73 3.53
H 0.78 -2.09 3.00
H 1.24 -3.32 1.81
H -0.90 -3.86 4.69
H -2.41 -3.70 3.78
H -1.42 -2.26 4.11
H -1.28 -1.83 1.66
H -2.39 -3.19 1.54
H -0.97 -5.36 0.58
H -0.08 -6.09 -1.61
H 0.65 -4.39 -3.26
H 0.50 -2.00 -2.71
```


This record from the Open Molecules 2025 dataset describes a structure of composition C3H13N4 at a distorted geometry. The level of theory is ωB97M-V with the def2-TZVPD basis set.

Output
Highest occupied orbital energy (eV): -13.744
Charge: +1
Multiplicity: 1
Energy above the lowest of the compared OMol25 structures with the same formula, charge and spin (eV): 1.311
HOMO-LUMO gap (eV): 10.97

Structure (XYZ):
```
20
C3H13N4 (ωB97M-V with the def2-TZVPD basis set)
N 1.66 0.01 0.33
C 2.50 0.61 -0.45
N 2.14 1.34 -1.52
H 0.41 0.22 0.44
H 2.18 -0.46 1.07
H 3.57 0.62 -0.26
H 2.79 1.78 -2.14
H 1.16 1.30 -1.76
C -1.19 -0.56 1.86
N -0.94 0.25 0.66
C -1.78 -0.12 -0.53
N -1.30 -1.20 -1.34
H -0.67 -0.11 2.70
H -2.25 -0.62 2.08
H -0.80 -1.57 1.71
H -1.11 1.23 0.89
H -1.88 0.77 -1.16
H -2.77 -0.36 -0.13
H -0.34 -1.05 -1.62
H -1.36 -2.08 -0.83
```


This record from the Open Molecules 2025 dataset describes the ion C6H12NO with charge -1 at a distorted geometry. The level of theory is ωB97M-V with the def2-TZVPD basis set.

Output
SMILES string: CN1CCC[C@H]1C[O-]
Highest occupied orbital energy (eV): -2.228
Charge: -1
Multiplicity: 1
Energy above the lowest of the compared OMol25 structures with the same formula, charge and spin (eV): 1.559
HOMO-LUMO gap (eV): 6.08

Structure (XYZ):
```
20
C6H12NO (ωB97M-V with the def2-TZVPD basis set)
C -1.68 0.39 1.44
N -0.96 -0.19 0.28
C -1.12 -1.61 0.06
C 0.20 -2.14 -0.43
C 1.20 -0.83 -0.51
C 0.42 0.33 0.20
C 0.62 1.68 -0.80
O 1.56 2.49 -0.45
H -1.11 1.31 1.80
H -1.67 -0.39 2.20
H -2.73 0.61 1.26
H -1.35 -2.10 1.05
H -2.07 -1.72 -0.55
H 0.35 -2.73 -1.27
H 0.42 -2.86 0.44
H 2.06 -1.15 -0.07
H 1.29 -0.52 -1.49
H 0.90 0.74 1.15
H -0.50 2.03 -0.90
H 0.79 1.23 -1.72
```


This record from the Open Molecules 2025 dataset describes the ion C9H17FN3OS with charge +1 at a distorted geometry. The level of theory is ωB97M-V with the def2-TZVPD basis set.

Output
SMILES string: F[NH2+]CCCCCCCSc1nnco1
Highest occupied orbital energy (eV): -11.943
Charge: +1
Multiplicity: 1
HOMO-LUMO gap (eV): 8.39

Structure (XYZ):
```
32
C9H17FN3OS (ωB97M-V with the def2-TZVPD basis set)
F 1.49 3.87 2.25
N 0.98 2.75 1.66
C -0.01 3.18 0.63
C -0.65 1.94 -0.11
C -1.57 1.06 0.82
C -1.51 -0.49 0.52
C -0.51 -1.13 1.58
C 0.11 -2.49 1.12
C 1.52 -2.38 0.41
S 1.70 -1.00 -0.78
C 0.81 -1.38 -2.29
N -0.30 -2.07 -2.53
N -0.50 -1.96 -3.88
C 0.47 -1.24 -4.42
O 1.36 -0.85 -3.43
H 1.76 2.19 1.28
H 0.49 2.24 2.41
H -0.76 3.91 1.01
H 0.59 3.72 -0.16
H 0.19 1.38 -0.59
H -1.30 2.33 -0.94
H -1.32 1.22 1.90
H -2.64 1.40 0.68
H -2.52 -0.91 0.74
H -1.24 -0.74 -0.54
H -1.16 -1.37 2.47
H 0.23 -0.37 1.93
H -0.60 -3.10 0.50
H 0.29 -3.10 2.05
H 2.29 -2.24 1.21
H 1.75 -3.39 -0.03
H 0.56 -0.98 -5.49
```


This record from the Open Molecules 2025 dataset describes the molecule C10H21N3O3. The level of theory is ωB97M-V with the def2-TZVPD basis set.

Output
SMILES string: CC(=O)OCC[C@H]1OCC[C@H]1CC(N)(N)N
Highest occupied orbital energy (eV): -9.278
Multiplicity: 1
Energy above the lowest of the compared OMol25 structures with the same formula, charge and spin (eV): 1.449
HOMO-LUMO gap (eV): 10.01

Structure (XYZ):
```
37
C10H21N3O3 (ωB97M-V with the def2-TZVPD basis set)
C -2.64 2.18 3.32
C -2.82 1.06 2.32
O -3.40 0.03 2.55
O -2.27 1.35 1.13
C -1.84 0.22 0.34
C -1.31 0.76 -0.98
C 0.15 1.19 -0.98
O 0.57 1.74 0.26
C 1.86 2.24 -0.06
C 2.48 1.21 -1.03
C 1.31 0.23 -1.33
C 1.51 -0.99 -0.43
C 0.71 -2.32 -0.69
N -0.12 -2.57 0.48
N 1.63 -3.46 -0.91
N -0.20 -2.32 -1.81
H -2.27 1.74 4.24
H -3.61 2.63 3.53
H -1.95 2.93 2.95
H -1.08 -0.33 0.89
H -2.68 -0.45 0.18
H -1.92 1.63 -1.23
H -1.45 0.03 -1.77
H 0.24 1.99 -1.73
H 1.73 3.21 -0.56
H 2.43 2.41 0.85
H 3.31 0.69 -0.55
H 2.90 1.70 -1.91
H 1.31 -0.05 -2.39
H 1.36 -0.67 0.60
H 2.57 -1.26 -0.52
H 0.46 -2.59 1.31
H -0.51 -3.50 0.37
H 2.45 -3.38 -0.33
H 1.93 -3.49 -1.88
H -1.04 -1.82 -1.59
H 0.21 -1.96 -2.67
```


This record from the Open Molecules 2025 dataset describes a structure of composition C53H40FN13O3Sc at a distorted geometry. The level of theory is ωB97M-V with the def2-TZVPD basis set.

Output
Highest occupied orbital energy (alpha / beta) (eV): -7.458 / -7.480
Charge: +1
Multiplicity: 1
Energy above the lowest of the compared OMol25 structures with the same formula, charge and spin (eV): 1.581
HOMO-LUMO gap (alpha / beta) (eV): 3.52 / 3.55

Structure (XYZ):
```
111
C53H40FN13O3Sc (ωB97M-V with the def2-TZVPD basis set)
Sc 1.72 1.02 -0.46
C 4.47 0.89 -6.68
C 5.71 0.87 -6.09
C 5.77 0.63 -4.70
C 4.61 0.52 -3.94
C 4.33 0.44 -2.52
N 2.96 0.41 -2.31
C 2.35 0.44 -3.56
N 1.07 0.25 -3.91
C 0.09 0.04 -3.08
C -1.13 -0.76 -3.45
C -1.50 -1.31 -4.66
C -2.62 -2.15 -4.68
C -3.30 -2.43 -3.51
C -2.83 -1.97 -2.29
C -1.73 -1.14 -2.28
C -0.84 -0.70 -1.17
N -1.09 -1.21 0.00
C -0.15 -1.35 0.91
N 1.10 -0.77 0.91
C 1.85 -1.40 1.87
N 3.12 -1.31 2.14
C 3.96 -0.52 1.53
N 3.72 0.22 0.36
C 4.95 0.36 -0.21
N 5.22 0.47 -1.53
C 6.04 -0.11 0.67
C 7.37 -0.36 0.39
C 8.08 -1.18 1.25
C 7.50 -1.62 2.44
C 6.16 -1.31 2.78
C 5.42 -0.58 1.82
C 0.96 -2.25 2.72
C 1.24 -3.12 3.74
C 0.24 -3.90 4.29
C -1.09 -3.78 3.80
C -1.36 -2.92 2.76
C -0.31 -2.22 2.15
N 0.21 0.01 -1.65
C 3.35 0.52 -4.60
C 3.27 0.72 -5.95
H 4.36 1.19 -7.71
H 6.63 0.99 -6.66
H 6.75 0.55 -4.21
H -0.89 -1.19 -5.53
H -3.05 -2.47 -5.64
H -4.19 -3.09 -3.57
H -3.30 -2.26 -1.37
H 7.91 0.04 -0.45
H 9.03 -1.66 0.95
H 8.05 -2.36 3.11
H 5.77 -1.61 3.77
H 2.28 -3.33 4.02
H 0.49 -4.63 5.10
H -1.90 -4.28 4.34
H -2.37 -2.84 2.36
H 2.29 0.76 -6.46
F -3.16 0.73 4.30
C -2.97 1.72 3.33
C -1.86 1.70 2.57
C -1.52 2.77 1.73
C -0.27 2.87 1.02
O 0.55 1.84 1.09
C 0.04 4.01 0.31
C -1.00 4.94 0.09
N -2.28 4.77 0.55
C -3.31 5.74 0.12
C -4.49 5.21 -0.74
C -3.46 6.05 -1.30
C -2.60 3.76 1.49
C -3.78 3.74 2.22
C -3.98 2.74 3.20
N -5.15 2.74 3.94
C -5.89 1.49 4.19
C -7.36 1.68 4.31
N -7.89 2.96 3.61
C -7.15 4.22 4.07
C -5.69 3.99 4.44
C 1.28 4.12 -0.58
O 1.70 5.18 -0.94
O 1.79 2.96 -1.01
H -1.19 0.90 2.70
H -0.75 5.87 -0.44
H -3.64 6.52 0.82
H -5.49 5.64 -0.52
H -4.44 4.11 -0.91
H -3.80 7.11 -1.47
H -2.79 5.59 -2.00
H -4.46 4.61 2.17
H -5.43 1.13 5.15
H -5.66 0.74 3.43
H -7.66 1.74 5.42
H -7.87 0.79 3.89
H -8.98 3.04 3.64
H -7.74 2.87 2.56
H -7.58 4.72 4.94
H -7.23 4.89 3.19
H -5.67 4.00 5.57
H -5.10 4.87 4.16
C 2.42 -5.95 -2.54
C 3.10 -7.23 -2.50
N 4.34 -7.48 -2.87
C 4.55 -8.83 -2.72
C 3.44 -9.43 -2.16
N 2.49 -8.37 -2.15
H 1.66 -5.79 -1.75
H 1.94 -5.83 -3.53
H 3.11 -5.08 -2.53
H 5.47 -9.32 -2.91
H 3.17 -10.46 -1.88
H 1.51 -8.53 -2.10
```


This record from the Open Molecules 2025 dataset describes a cluster of 2 separate species, C3H7NO3 in total at a distorted geometry. The level of theory is ωB97M-V with the def2-TZVPD basis set.

Output
SMILES string: O=CCNC=O.O
Highest occupied orbital energy (eV): -9.615
Multiplicity: 1
Energy above the lowest of the compared OMol25 structures with the same formula, charge and spin (eV): 3.003
HOMO-LUMO gap (eV): 10.01

Structure (XYZ):
```
14
C3H7NO3 (ωB97M-V with the def2-TZVPD basis set)
C -0.20 0.12 -0.01
N -1.58 0.12 -0.12
C -2.10 0.10 -1.51
C -1.55 1.18 -2.40
O -2.17 2.18 -2.76
O 0.33 0.65 -0.99
H 0.26 -0.18 0.93
H -2.13 -0.32 0.53
H -3.31 0.24 -1.44
H -1.90 -0.91 -1.89
H -0.49 1.11 -2.81
H 4.74 -0.65 4.31
H 4.72 -2.17 4.04
O 5.38 -1.46 4.13
```


This record from the Open Molecules 2025 dataset describes a cluster of 3 separate species, C5H9NO in total at a distorted geometry. The level of theory is ωB97M-V with the def2-TZVPD basis set.

Output
SMILES string: C=CC#N.[H][H].CC=O
Highest occupied orbital energy (eV): -10.075
Multiplicity: 1
Energy above the lowest of the compared OMol25 structures with the same formula, charge and spin (eV): 3.159
HOMO-LUMO gap (eV): 10.24

Structure (XYZ):
```
16
C5H9NO (ωB97M-V with the def2-TZVPD basis set)
C 1.82 0.32 -0.96
C 1.55 0.73 0.47
O 1.10 1.80 0.79
C -1.08 -1.06 0.91
C -2.17 -0.45 0.44
C -0.35 -2.02 0.14
N 0.24 -2.80 -0.48
H 1.83 -0.76 -1.08
H 2.80 0.72 -1.25
H 1.06 0.77 -1.61
H 1.81 -0.02 1.25
H -1.00 2.09 -0.37
H -0.68 -0.83 1.89
H -2.69 0.29 1.04
H -2.56 -0.65 -0.55
H -1.67 1.89 -0.62
```


This record from the Open Molecules 2025 dataset describes a cluster of 6 separate species, C25H42BNO17 in total at a distorted geometry. The level of theory is ωB97M-V with the def2-TZVPD basis set.

Output
SMILES string: C[C@@H]1COC(=O)O1.C[C@@H]1COC(=O)O1.C[C@@H]1COC(=O)O1.C[C@@H]1COC(=O)O1.C[C@@H]1COC(=O)O1.NC[C@H](O)CBCC=O
Highest occupied orbital energy (eV): -9.191
Multiplicity: 1
HOMO-LUMO gap (eV): 9.44

Structure (XYZ):
```
86
C25H42BNO17 (ωB97M-V with the def2-TZVPD basis set)
N -8.21 -3.49 0.16
C -6.74 -3.74 0.18
C -6.02 -3.20 1.53
O -5.77 -1.78 1.28
C -4.65 -4.02 1.67
B -3.70 -3.55 2.89
C -4.17 -2.92 4.30
C -5.27 -3.89 4.97
O -5.03 -5.13 4.94
H -8.60 -4.00 -0.65
H -8.59 -3.96 1.01
H -6.18 -3.21 -0.68
H -6.52 -4.86 0.15
H -6.73 -3.37 2.41
H -5.61 -1.31 2.12
H -4.06 -3.84 0.70
H -4.88 -5.15 1.72
H -2.52 -3.73 2.75
H -4.57 -1.84 4.22
H -3.26 -2.87 5.00
H -6.23 -3.47 5.44
C -0.43 1.55 4.92
C -1.84 1.57 5.46
C -2.02 0.79 6.72
O -3.39 0.40 6.66
C -3.71 0.35 5.34
O -4.72 -0.13 4.91
O -2.74 0.91 4.57
H -0.38 2.12 3.99
H 0.27 1.98 5.63
H -0.12 0.53 4.68
H -2.19 2.60 5.58
H -1.82 1.38 7.62
H -1.40 -0.12 6.76
C 4.77 -0.32 1.47
C 3.54 -0.44 2.34
C 2.32 0.20 1.74
O 1.56 0.56 2.89
C 2.46 0.75 3.90
O 2.19 1.25 4.96
O 3.69 0.30 3.55
H 5.63 -0.78 1.97
H 4.62 -0.81 0.51
H 5.03 0.73 1.30
H 3.35 -1.48 2.60
H 1.76 -0.49 1.10
H 2.53 1.11 1.17
C -0.64 -0.46 -1.38
C 0.05 0.57 -2.25
C 0.24 0.13 -3.67
O 1.40 0.86 -4.06
C 2.12 1.08 -2.93
O 3.25 1.50 -2.91
O 1.40 0.78 -1.82
H -0.73 -0.09 -0.36
H -1.64 -0.69 -1.76
H -0.06 -1.38 -1.33
H -0.48 1.53 -2.19
H -0.61 0.38 -4.30
H 0.46 -0.94 -3.77
C 4.56 -1.12 -7.70
C 3.20 -1.76 -7.52
C 2.08 -0.78 -7.42
O 1.12 -1.47 -6.64
C 1.82 -2.35 -5.85
O 1.36 -2.95 -4.93
O 3.12 -2.43 -6.26
H 5.34 -1.89 -7.73
H 4.60 -0.54 -8.62
H 4.80 -0.47 -6.85
H 3.02 -2.50 -8.31
H 1.66 -0.52 -8.40
H 2.35 0.15 -6.90
C 3.95 4.36 -2.70
C 4.16 5.79 -2.25
C 5.19 5.94 -1.17
O 4.76 7.12 -0.49
C 3.41 7.19 -0.67
O 2.69 7.93 -0.07
O 2.98 6.30 -1.61
H 3.17 4.31 -3.46
H 4.87 3.94 -3.11
H 3.61 3.74 -1.87
H 4.38 6.43 -3.11
H 6.20 6.08 -1.58
H 5.20 5.11 -0.46
```


This record from the Open Molecules 2025 dataset describes a cluster of 2 separate species, C4H5FN2O5S in total at a distorted geometry. The level of theory is ωB97M-V with the def2-TZVPD basis set.

Output
SMILES string: C=C(F)[N+](=O)[O-].CC(=O)SON=O
Highest occupied orbital energy (eV): -9.420
Multiplicity: 1
Energy above the lowest of the compared OMol25 structures with the same formula, charge and spin (eV): 1.992
HOMO-LUMO gap (eV): 8.97

Structure (XYZ):
```
18
C4H5FN2O5S (ωB97M-V with the def2-TZVPD basis set)
C -0.58 -0.98 0.70
C -0.64 -0.25 1.99
C 1.05 0.42 -2.86
C 2.24 -0.13 -2.81
N -1.05 -2.00 -1.74
N 2.64 -0.62 -1.50
O -0.57 -2.00 -2.81
O 1.97 -0.32 -0.53
O -0.74 -0.43 -0.36
O -0.26 -2.90 -0.88
O 3.58 -1.37 -1.53
F 3.12 -0.46 -3.73
S -0.49 -2.70 0.72
H -1.59 0.09 2.18
H -0.59 -0.98 2.86
H 0.23 0.45 1.91
H 0.54 0.79 -3.84
H 0.51 0.64 -2.03
```


This record from the Open Molecules 2025 dataset describes the molecule C4H9NO at a distorted geometry. The level of theory is ωB97M-V with the def2-TZVPD basis set.

Output
SMILES string: C1COCCN1
Highest occupied orbital energy (eV): -8.519
Multiplicity: 1
Energy above the lowest of the compared OMol25 structures with the same formula, charge and spin (eV): 4.681
HOMO-LUMO gap (eV): 9.60

Structure (XYZ):
```
15
C4H9NO (ωB97M-V with the def2-TZVPD basis set)
C 0.46 -0.88 0.84
C -0.13 0.42 1.40
C -0.58 1.04 -0.63
C -0.11 -0.30 -1.42
H -0.41 -1.70 1.11
H 1.16 -1.34 1.38
H -0.89 0.04 2.29
H 0.45 1.38 1.56
H -1.36 1.49 -1.31
H 0.41 1.68 -0.55
H 0.20 0.09 -2.32
H -0.69 -1.22 -1.74
H 1.65 -0.50 -0.60
N 0.92 -0.99 -0.49
O -1.08 0.78 0.50
```


This record from the Open Molecules 2025 dataset describes the molecule C3H7NO3S2 at a distorted geometry. The level of theory is ωB97M-V with the def2-TZVPD basis set.

Output
SMILES string: O=S(=O)(O)[C@@H]1NCCS1
Highest occupied orbital energy (eV): -9.207
Multiplicity: 1
Energy above the lowest of the compared OMol25 structures with the same formula, charge and spin (eV): 0.238
HOMO-LUMO gap (eV): 9.68

Structure (XYZ):
```
16
C3H7NO3S2 (ωB97M-V with the def2-TZVPD basis set)
C -0.38 -1.43 -0.23
C -0.98 -0.84 1.06
C 1.12 0.37 0.24
N 0.81 -0.65 -0.70
O -0.82 1.35 -1.29
O -0.69 2.20 0.92
O 1.13 2.79 -0.67
S 0.56 -0.25 1.86
S 0.18 1.85 -0.17
H -0.21 -2.52 0.00
H -0.94 -1.41 -1.19
H -1.53 0.10 1.05
H -1.36 -1.55 1.62
H 2.07 0.64 0.14
H 1.55 -1.35 -0.69
H -0.50 0.71 -1.93
```